{"formula": "C2H7N3OS", "method": "the ωB97M-V functional and the def2-TZVPD basis", "e_tot_ev": -19537.237, "e_lumo_ev": 0.718, "homo_energy_ev": -9.18, "smiles": "[H]/N=C(/NS)N(C)O", "homo_lumo_gap_ev": 9.90, "symbols": ["H", "N", "C", "N", "S", "N", "C", "O", "H", "H", "H", "H", "H", "H"], "xyz": [[0.288, 1.968, 0.613], [-0.662, 1.555, 0.490], [-0.500, 0.433, -0.088], [-1.415, -0.376, -0.440], [-3.131, -0.071, 0.047], [0.773, -0.201, -0.461], [1.272, -1.100, 0.533], [1.824, 0.811, -0.293], [-1.493, -1.057, -1.161], [-3.280, 1.202, -0.390], [0.675, -2.018, 0.726], [2.205, -1.392, 0.007], [1.453, -0.656, 1.597], [1.991, 0.902, -1.180]]}

***

{"formula": "C2H7N3OS", "method": "the ωB97M-V functional and the def2-TZVPD basis", "e_tot_ev": -19538.792, "e_lumo_ev": 0.893, "homo_energy_ev": -8.59, "smiles": "CO/C(=N/N)NS", "homo_lumo_gap_ev": 9.48, "symbols": ["C", "O", "C", "N", "N", "N", "S", "H", "H", "H", "H", "H", "H", "H"], "xyz": [[0.435, 0.408, 2.133], [-0.586, 0.365, 1.122], [-0.145, 0.013, -0.066], [1.130, -0.177, -0.313], [1.247, -0.470, -1.721], [-1.138, -0.171, -1.022], [-2.610, 0.654, -1.053], [0.017, 0.867, 3.045], [0.831, -0.588, 2.318], [1.241, 1.087, 1.813], [2.057, 0.011, -2.101], [1.511, -1.456, -1.831], [-0.657, -0.201, -1.952], [-3.333, -0.342, -0.372]]}

***

{"formula": "C2H7N3OS", "method": "the ωB97M-V functional and the def2-TZVPD basis", "e_tot_ev": -19536.991, "e_lumo_ev": 0.657, "homo_energy_ev": -8.08, "smiles": "CO/C(=N\\S)NN", "homo_lumo_gap_ev": 8.74, "symbols": ["C", "O", "C", "N", "S", "N", "N", "H", "H", "H", "H", "H", "H", "H"], "xyz": [[0.894, 0.495, 1.366], [-0.163, -0.393, 1.011], [-0.417, -0.586, -0.356], [-1.277, -1.494, -0.561], [-1.884, -2.383, 0.636], [0.360, 0.074, -1.304], [0.237, 1.518, -1.293], [1.356, 0.214, 2.294], [0.565, 1.672, 1.397], [1.744, 0.642, 0.546], [-2.188, -3.281, -0.283], [0.149, -0.087, -2.210], [-0.457, 1.661, -0.356], [1.080, 1.950, -0.886]]}

***

{"formula": "C2H7N3P", "method": "the ωB97M-V functional and the def2-TZVPD basis", "total_charge": 1, "e_tot_ev": -15936.753, "e_lumo_ev": -5.097, "homo_energy_ev": -13.95, "smiles": "NN1CC[PH]#[N+]1", "homo_lumo_gap_ev": 8.85, "symbols": ["N", "N", "C", "C", "P", "N", "H", "H", "H", "H", "H", "H", "H"], "xyz": [[0.848, -0.361, -1.859], [0.629, -0.165, -0.592], [-0.799, 0.271, -0.243], [-0.756, 0.594, 1.256], [0.885, -0.165, 1.880], [1.328, -0.502, 0.360], [0.217, 0.250, -2.406], [1.531, -0.871, -2.382], [-1.498, -0.476, -0.586], [-0.944, 1.221, -0.866], [-0.436, 1.617, 1.474], [-1.637, 0.215, 1.724], [0.631, -1.628, 2.239]]}

***

{"formula": "C2H7N3S", "method": "the ωB97M-V functional and the def2-TZVPD basis", "e_tot_ev": -17487.257, "e_lumo_ev": 0.668, "homo_energy_ev": -8.24, "homo_lumo_gap_ev": 8.91, "symbols": ["C", "C", "H", "H", "H", "H", "H", "H", "H", "N", "N", "N", "S"], "xyz": [[1.431, 0.113, 0.281], [0.145, -0.045, 0.057], [2.267, 0.034, -0.763], [1.965, -0.832, 1.190], [1.520, 1.441, 0.786], [0.817, -1.388, -1.384], [-1.720, -0.028, -1.202], [-2.058, -1.612, -0.953], [-1.712, 1.870, 2.147], [-0.088, -1.005, -0.859], [-1.373, -0.906, -1.464], [-0.807, 0.590, 0.456], [-0.388, 1.769, 1.707]]}

***

{"formula": "C2H7N3S", "method": "the ωB97M-V functional and the def2-TZVPD basis", "e_tot_ev": -17492.654, "e_lumo_ev": 0.612, "homo_energy_ev": -8.85, "smiles": "[H]/N=C(/N)NSC", "homo_lumo_gap_ev": 9.46, "symbols": ["H", "N", "C", "N", "N", "S", "C", "H", "H", "H", "H", "H", "H"], "xyz": [[0.302, 1.587, -0.872], [1.218, 1.404, -0.401], [1.197, 0.162, -0.032], [2.313, -0.455, 0.525], [0.160, -0.798, -0.130], [-1.384, -0.256, -0.605], [-1.886, 0.356, 1.071], [2.465, -1.468, 0.508], [3.183, 0.068, 0.250], [0.461, -1.719, -0.459], [-1.601, -0.370, 1.851], [-1.444, 1.321, 1.262], [-2.921, 0.508, 0.947]]}

***

{"formula": "C2H7N3S", "method": "the ωB97M-V functional and the def2-TZVPD basis", "e_tot_ev": -17491.105, "e_lumo_ev": 0.682, "homo_energy_ev": -9.07, "smiles": "[H]/N=C(/NC)NS", "homo_lumo_gap_ev": 9.76, "symbols": ["H", "N", "C", "N", "C", "N", "S", "H", "H", "H", "H", "H", "H"], "xyz": [[0.228, 2.389, 0.173], [0.587, 1.514, 0.181], [-0.182, 0.526, -0.141], [0.223, -0.852, 0.061], [1.777, -0.880, 0.008], [-1.519, 0.682, -0.244], [-2.675, -0.471, 0.016], [-0.022, -1.518, -0.738], [2.191, -1.998, -0.238], [2.085, -0.450, 0.953], [2.271, -0.166, -0.726], [-2.055, 1.557, -0.663], [-2.907, -0.333, 1.359]]}

***

{"formula": "C2H7N3S2", "method": "the ωB97M-V functional and the def2-TZVPD basis", "e_tot_ev": -28322.826, "e_lumo_ev": -0.466, "homo_energy_ev": -8.68, "homo_lumo_gap_ev": 8.21, "symbols": ["C", "C", "H", "H", "H", "H", "H", "H", "H", "N", "N", "N", "S", "S"], "xyz": [[1.985, -2.460, -0.918], [-0.264, 0.254, -0.042], [1.972, -3.164, -0.188], [3.041, -2.519, -1.500], [1.203, -2.803, -1.652], [1.114, 0.655, 1.297], [-1.128, 0.924, -1.677], [-0.771, 0.772, 1.830], [-2.325, 3.064, 0.127], [0.487, -0.721, 0.791], [-0.449, 0.089, -1.255], [-0.943, 1.122, 0.925], [2.114, -0.830, -0.119], [-2.557, 1.635, 0.387]]}

***

{"formula": "C2H7N4", "method": "the ωB97M-V functional and the def2-TZVPD basis", "total_charge": 1, "e_tot_ev": -8138.455, "e_lumo_ev": -4.564, "homo_energy_ev": -15.24, "smiles": "[H]/N=N/N(C)C=[NH2+]", "homo_lumo_gap_ev": 10.67, "symbols": ["H", "N", "N", "N", "C", "C", "N", "H", "H", "H", "H", "H", "H"], "xyz": [[-3.374, -0.633, 0.030], [-2.415, -0.701, -0.095], [-1.841, 0.307, 0.173], [-0.299, 0.196, 0.050], [0.309, 1.531, -0.052], [0.337, -0.889, 0.077], [1.683, -0.983, 0.039], [-0.623, 2.245, 0.149], [1.080, 1.585, 0.834], [0.703, 1.555, -1.052], [-0.108, -1.864, 0.132], [2.253, -1.891, 0.320], [2.296, -0.459, -0.604]]}

***

{"formula": "C2H7N4", "method": "the ωB97M-V functional and the def2-TZVPD basis", "total_charge": 1, "e_tot_ev": -8137.546, "e_lumo_ev": -5.132, "homo_energy_ev": -14.66, "smiles": "N[N+]1=NCCN1", "homo_lumo_gap_ev": 9.52, "symbols": ["N", "N", "N", "C", "C", "N", "H", "H", "H", "H", "H", "H", "H"], "xyz": [[-2.326, -0.086, -0.135], [-0.987, -0.190, 0.072], [-0.402, -1.323, 0.002], [1.001, -1.115, -0.061], [1.125, 0.464, -0.131], [-0.220, 0.883, -0.011], [-2.665, -1.001, -0.465], [-2.929, 0.224, 0.691], [1.639, -1.796, -0.852], [1.385, -1.354, 0.917], [1.609, 0.696, 0.823], [1.597, 0.880, -1.062], [-0.610, 1.817, -0.275]]}

***

{"formula": "C2H7N4", "method": "the ωB97M-V functional and the def2-TZVPD basis", "total_charge": 1, "e_tot_ev": -8138.437, "e_lumo_ev": -4.622, "homo_energy_ev": -14.45, "homo_lumo_gap_ev": 9.83, "symbols": ["C", "C", "N", "N", "N", "N", "H", "H", "H", "H", "H", "H", "H"], "xyz": [[0.505, 0.156, 0.128], [1.884, -0.459, -0.189], [-3.203, -0.208, -0.143], [-2.186, 0.260, 0.167], [0.475, 1.402, 0.594], [-0.619, -0.509, -0.166], [2.072, -1.483, 0.288], [2.673, 0.131, 0.145], [1.819, -0.541, -1.227], [-3.570, -1.094, -0.353], [1.258, 1.911, 0.808], [-0.530, 1.725, 0.849], [-0.578, -1.290, -0.902]]}

***

{"formula": "C2H7N4", "method": "the ωB97M-V functional and the def2-TZVPD basis", "total_charge": 1, "e_tot_ev": -8140.592, "e_lumo_ev": -3.937, "homo_energy_ev": -15.97, "homo_lumo_gap_ev": 12.04, "symbols": ["C", "C", "N", "N", "N", "N", "H", "H", "H", "H", "H", "H", "H"], "xyz": [[-1.815, 0.122, 0.689], [-0.703, 0.588, -0.035], [3.088, -0.128, -0.129], [4.095, -0.027, 0.295], [-0.205, 1.699, -0.267], [0.142, -0.727, -0.581], [-2.720, -0.272, 0.109], [-2.233, 0.889, 1.456], [-1.473, -0.772, 1.213], [0.716, 1.716, -0.726], [0.366, -0.622, -1.638], [-0.227, -1.647, -0.558], [0.968, -0.819, 0.172]]}

***

{"formula": "C2H7N4O", "method": "the ωB97M-V functional and the def2-TZVPD basis", "total_charge": 1, "e_tot_ev": -10183.834, "e_lumo_ev": [-5.448, -5.450], "homo_energy_ev": [-14.01, -14.01], "smiles": "[H]/N=[NH+]/[C@H](C=O)NN", "homo_lumo_gap_ev": [8.56, 8.56], "symbols": ["H", "N", "N", "C", "C", "O", "N", "N", "H", "H", "H", "H", "H", "H"], "xyz": [[-2.278, 1.972, 0.592], [-1.915, 1.206, -0.016], [-0.662, 1.129, 0.050], [0.004, 0.174, -0.689], [-1.093, -1.138, -0.107], [-2.051, -0.879, 0.493], [1.383, -0.005, -0.538], [1.780, -0.176, 0.834], [-0.087, 1.578, 0.817], [-0.321, -0.019, -1.743], [-0.825, -2.048, -0.705], [1.584, -0.879, -1.035], [2.599, 0.343, 1.096], [1.883, -1.258, 0.949]]}

***

{"formula": "C2H7N4O", "method": "the ωB97M-V functional and the def2-TZVPD basis", "total_charge": 1, "e_tot_ev": -10184.041, "e_lumo_ev": -4.703, "homo_energy_ev": -14.96, "homo_lumo_gap_ev": 10.26, "symbols": ["C", "C", "N", "N", "N", "N", "O", "H", "H", "H", "H", "H", "H", "H"], "xyz": [[-1.501, 0.614, -0.110], [0.342, -0.694, 0.695], [-1.043, 1.696, -0.258], [1.216, 0.062, 0.188], [2.057, -0.284, -0.878], [-2.356, -0.326, -0.108], [1.224, 1.358, 0.362], [-0.238, -0.234, 1.549], [0.411, -1.751, 0.396], [0.262, 1.792, 0.268], [2.272, -1.305, -1.002], [2.799, 0.312, -1.211], [-3.266, 0.024, -0.161], [-2.178, -1.263, 0.272]]}

***

{"formula": "C2H7N4O", "method": "the ωB97M-V functional and the def2-TZVPD basis", "total_charge": 1, "e_tot_ev": -10183.557, "e_lumo_ev": -3.704, "homo_energy_ev": -14.77, "smiles": "[H]/N=C1/CO[N@@H+](N)N1", "homo_lumo_gap_ev": 11.07, "symbols": ["H", "N", "C", "C", "O", "N", "N", "N", "H", "H", "H", "H", "H", "H"], "xyz": [[-0.800, 2.368, -2.016], [0.031, 1.814, -1.873], [0.173, 0.933, -1.036], [1.279, 0.002, -0.879], [0.896, -0.920, 0.162], [-0.435, -0.789, 0.550], [-0.368, -0.611, 2.078], [-0.780, 0.396, -0.088], [1.207, -0.555, -1.800], [2.264, 0.403, -0.631], [-0.853, -1.756, 0.337], [-1.287, -0.798, 2.515], [0.367, -1.217, 2.429], [-1.696, 0.731, 0.253]]}

***

{"formula": "C2H7N4OS", "method": "the ωB97M-V functional and the def2-TZVPD basis", "total_charge": 1, "e_tot_ev": -21021.723, "e_lumo_ev": -3.435, "homo_energy_ev": -12.69, "smiles": "[NH3+]/N=C\\N=C(\\O)NS", "homo_lumo_gap_ev": 9.25, "symbols": ["N", "N", "C", "N", "C", "O", "N", "S", "H", "H", "H", "H", "H", "H", "H"], "xyz": [[2.736, -0.160, 0.656], [2.217, 0.906, -0.216], [0.963, 0.841, -0.621], [0.068, -0.079, -0.158], [-1.200, -0.324, -0.130], [-1.643, -1.545, -0.446], [-2.084, 0.619, 0.297], [-3.736, 0.228, 0.487], [2.156, -0.514, 1.491], [2.934, -0.952, 0.075], [3.629, 0.301, 0.868], [0.500, 1.609, -1.361], [-1.022, -2.132, -0.926], [-1.605, 1.353, 0.854], [-3.915, -0.149, -0.869]]}

***

{"formula": "C2H7N4S2", "method": "the ωB97M-V functional and the def2-TZVPD basis", "total_charge": 1, "e_tot_ev": -29808.552, "e_lumo_ev": -4.429, "homo_energy_ev": -13.22, "homo_lumo_gap_ev": 8.79, "symbols": ["C", "C", "N", "N", "N", "N", "S", "S", "H", "H", "H", "H", "H", "H", "H"], "xyz": [[-1.797, -0.645, 0.320], [-0.992, 1.924, 0.430], [-0.656, -1.272, -0.056], [0.567, -0.790, 0.312], [1.408, -1.604, 1.140], [-1.188, 1.974, -0.862], [-3.234, -0.871, -0.275], [-1.241, 0.653, 1.417], [-0.652, 2.842, 1.118], [-0.726, -2.121, -0.575], [0.891, -2.054, 1.833], [1.737, -2.487, 0.651], [-1.650, 1.113, -1.277], [1.076, -0.580, -0.618], [-0.975, 2.746, -1.517]]}

***

{"formula": "C2H7N5", "method": "the ωB97M-V functional and the def2-TZVPD basis", "e_tot_ev": -9632.102, "e_lumo_ev": 0.622, "homo_energy_ev": -8.65, "homo_lumo_gap_ev": 9.27, "symbols": ["C", "C", "H", "H", "H", "H", "H", "H", "H", "N", "N", "N", "N", "N"], "xyz": [[-1.515, -0.819, 0.083], [1.596, -0.175, 0.176], [-1.608, 2.363, -0.099], [-0.374, 1.325, 0.223], [-2.356, -1.523, 0.310], [-0.385, -2.381, -0.456], [0.686, -0.350, -1.264], [1.396, -0.113, 1.539], [2.626, 1.509, 0.783], [-1.160, 1.558, -0.344], [-1.909, 0.438, -0.113], [-0.237, -1.521, 0.056], [0.861, -1.094, -0.651], [2.378, 0.783, -0.245]]}

***

{"formula": "C2H7NO", "method": "the ωB97M-V functional and the def2-TZVPD basis", "e_tot_ev": -5723.614, "e_lumo_ev": 0.932, "homo_energy_ev": -9.44, "smiles": "C=O.CN", "homo_lumo_gap_ev": 10.37, "symbols": ["C", "O", "H", "H", "C", "N", "H", "H", "H", "H", "H"], "xyz": [[-1.176, -3.515, -5.307], [-0.937, -4.372, -6.100], [-2.231, -3.471, -4.894], [-0.513, -2.803, -4.815], [0.373, 2.119, 2.559], [1.173, 1.498, 3.606], [0.370, 3.210, 2.644], [-0.670, 1.803, 2.669], [0.598, 1.858, 1.524], [2.152, 1.756, 3.638], [0.859, 1.916, 4.477]]}

***

Across the entries above, energy relative to the best compared isomer or geometry (same formula, charge and spin) takes the values 251.2; 101.2; 275.0; 411.6; 545.6; 24.9; 174.3; 465.6; 365.8; 453.5; 367.6; 159.7; 526.8; 506.8; 553.5; 79.6; 156.4; 572.8; 157.0 kJ/mol, respectively.